1.
# C21H37As2N3V

A structure of composition C21H37As2N3V (ωB97M-V with the def2-TZVPD basis set, the OMol25 dataset).

Results
- calculated total energy (hartree) = -6401.682649
- frontier orbital gap (spin up / spin down) (eV) = 8.08 / 7.71
- charge = +2
- spin multiplicity = 2
- HOMO energy (spin up / spin down) (eV) = -13.813 / -13.251

The geometry in XYZ format:
```
64
Properties=species:S:1:pos:R:3:lowdin_charge:R:1
V 0.17358 -0.01368 0.58579 0.43
N 1.20848 1.42812 -0.73831 -0.05
C 1.68358 2.39012 0.26529 -0.21
C 2.51588 1.60932 1.28049 -0.16
N 1.67808 0.57982 1.90949 -0.15
C 1.26388 0.85302 3.29199 -0.15
C -0.23692 0.57872 3.44059 -0.22
N -0.59762 -0.58488 2.62539 -0.05
H 0.60418 1.90712 -1.41391 0.10
H 2.01228 1.08012 -1.26891 0.11
H 2.29158 3.19082 -0.17611 0.14
H 0.80508 2.83742 0.75329 0.12
H 3.34618 1.13182 0.74529 0.13
H 2.94558 2.29192 2.01999 0.14
H 2.19028 -0.30778 1.91669 0.09
H 1.83028 0.23322 3.99299 0.14
H 1.45478 1.89682 3.54949 0.13
H -0.48242 0.43482 4.50049 0.14
H -0.80072 1.44322 3.06419 0.08
H -0.14632 -1.41368 3.02009 0.08
H -1.60272 -0.74768 2.71259 0.09
C 4.26068 -2.16478 -0.46111 -0.03
C 2.99138 -2.44468 0.27629 -0.28
C 1.82948 -2.80698 -0.40081 -0.07
C 0.67948 -3.16088 0.29449 -0.11
C 0.68108 -3.17458 1.68209 -0.11
C 1.82998 -2.80118 2.36919 -0.09
C 2.96998 -2.42818 1.67189 -0.06
H 4.85808 -3.07558 -0.49761 0.10
H 4.86468 -1.40988 0.03789 0.08
H 4.07398 -1.85918 -1.48761 0.08
H 1.84908 -2.90618 -1.47931 0.11
H -0.18912 -3.51508 -0.24861 0.10
H -0.18612 -3.53748 2.21699 0.12
H 1.85628 -2.84108 3.45079 0.12
H 3.87558 -2.18778 2.21359 0.13
C -2.95182 2.58382 1.50209 -0.25
As -1.98242 1.19362 0.50939 1.10
C -3.31312 -0.23518 0.65309 -0.26
C -2.18732 1.69982 -1.35311 -0.42
C -2.84992 2.85212 -1.76131 -0.08
C -3.00492 3.13042 -3.10941 -0.04
C -2.50102 2.25292 -4.05591 -0.04
C -1.83262 1.10822 -3.65481 -0.10
C -1.66182 0.82302 -2.30681 -0.43
As -0.70622 -0.77868 -1.71511 1.13
C -1.88002 -2.12808 -2.52731 -0.24
C 0.74538 -0.81548 -3.04651 -0.26
H -2.46142 3.55822 1.46399 0.04
H -3.05282 2.27552 2.54569 0.03
H -3.95612 2.66662 1.07409 0.05
H -4.13422 -0.05118 -0.04341 0.05
H -3.72642 -0.26848 1.66389 0.04
H -2.84562 -1.19778 0.42509 0.01
H -3.25442 3.53792 -1.02681 0.10
H -3.52752 4.01932 -3.42181 0.12
H -2.62502 2.46182 -5.10511 0.12
H -1.44262 0.42492 -4.40371 0.11
H -2.02112 -1.85798 -3.57761 0.04
H -2.85692 -2.16478 -2.04141 0.04
H -1.42372 -3.11958 -2.47971 0.03
H 0.72348 0.08442 -3.66381 0.04
H 0.62728 -1.68378 -3.69701 0.05
H 1.72178 -0.87718 -2.56191 0.00
```



2.
# C21H37As3BrN4O3SY

A structure of composition C21H37As3BrN4O3SY (ωB97M-V with the def2-TZVPD basis set, the OMol25 dataset).

Results
- calculated total energy (hartree) = -10985.188113
- frontier orbital gap (eV) = 8.51
- HOMO energy (eV) = -8.607

The geometry in XYZ format:
```
71
Properties=species:S:1:pos:R:3:lowdin_charge:R:1
Y -0.11394 0.54623 -1.88097 1.13
N 1.78012 0.87973 -3.58400 -0.04
C 1.21394 1.81663 -4.57787 -0.16
C 0.59101 2.99707 -3.81580 -0.57
O 0.86284 4.15449 -4.11415 0.03
N -0.21181 2.58403 -2.82200 -0.12
C -0.77257 3.61049 -1.96425 -0.14
C -1.27244 3.01983 -0.63449 -0.65
O -2.18834 3.54067 -0.02726 0.04
O -0.66101 1.92621 -0.24724 -0.27
H 2.61611 1.29572 -3.18645 0.07
H 2.05521 -0.00217 -4.00702 0.07
H 0.43493 1.28220 -5.12659 0.11
H 1.95000 2.18999 -5.28937 0.12
H -1.61038 4.14062 -2.42449 0.13
H -0.02466 4.37809 -1.73076 0.13
C 4.03719 0.38510 -0.98361 -0.30
As 2.27792 0.32339 -0.13778 1.10
C 2.41476 1.82247 1.09518 -0.29
C 2.61489 -1.25037 0.98232 -0.34
C 1.53543 -1.80309 1.92911 -0.69
C 2.23697 -2.87654 2.77670 -0.08
C 0.40151 -2.51539 1.17675 -0.34
As -0.98051 -1.48845 0.22739 1.10
C -1.91108 -3.01297 -0.55333 -0.29
C -2.25116 -0.99523 1.62296 -0.31
C 1.01482 -0.68885 2.83377 -0.39
As -0.09149 -1.22957 4.39073 1.11
C 1.34395 -1.43811 5.71670 -0.34
C -0.57859 0.60837 4.87392 -0.33
H 4.81635 0.29081 -0.22595 0.03
H 4.18162 1.33262 -1.50244 0.02
H 4.11616 -0.44320 -1.68758 0.01
H 3.20525 1.63672 1.82315 0.03
H 1.45700 1.97355 1.58677 0.01
H 2.65136 2.72070 0.52582 0.03
H 3.49466 -0.98915 1.58083 0.08
H 2.92222 -2.03180 0.28019 0.06
H 2.66052 -3.65404 2.13794 0.09
H 1.53334 -3.35703 3.46109 0.06
H 3.04766 -2.44396 3.36726 0.09
H -0.14412 -3.15609 1.87711 0.07
H 0.83907 -3.17181 0.41718 0.08
H -2.23188 -3.70023 0.23011 0.03
H -1.24238 -3.52022 -1.24581 0.02
H -2.78049 -2.65282 -1.10225 0.02
H -2.25540 -1.73444 2.42502 0.00
H -3.24852 -0.95171 1.18327 0.02
H -2.01225 -0.00990 2.01951 0.01
H 0.39844 0.01787 2.26627 0.04
H 1.85752 -0.11553 3.23537 0.08
H 1.81023 -2.41620 5.60724 0.00
H 0.90317 -1.37504 6.71119 0.02
H 2.09934 -0.65864 5.61181 0.03
H -1.26438 1.00846 4.12834 0.01
H 0.30259 1.24858 4.92608 0.03
H -1.08051 0.60768 5.84049 0.02
S 2.44769 -3.06137 -2.66912 0.52
C 1.07166 -2.20364 -2.83227 -1.01
N 0.10260 -1.53981 -2.92357 -0.10
Br -6.00076 1.28840 -0.05536 0.79
C -4.85030 0.94812 -1.50194 -0.66
C -5.32912 0.84463 -2.79555 -0.09
C -4.42443 0.59762 -3.81717 -0.04
C -3.08588 0.45289 -3.50078 -0.12
N -2.63378 0.54407 -2.24764 -0.01
C -3.49186 0.80541 -1.26439 -0.18
H -6.38417 0.96045 -3.00212 0.11
H -4.75045 0.51809 -4.84401 0.11
H -2.34826 0.24994 -4.26836 0.11
H -3.07314 0.93941 -0.27381 0.08
```



3.
# C21H37Cl8O2P

A cluster of 5 separate species, C21H37Cl8O2P in total (ωB97M-V with the def2-TZVPD basis set, the OMol25 dataset).

Results
- calculated total energy (hartree) = -4995.433276
- frontier orbital gap (eV) = 8.15
- SMILES string = CCOCP(CCCCCOC)Cc1cccc(C)c1.ClCCl.ClCCl.ClCCl.ClCCl
- HOMO energy (eV) = -7.606

The geometry in XYZ format:
```
69
Properties=species:S:1:pos:R:3:lowdin_charge:R:1
C 2.83307 3.10350 3.98747 -0.09
C 3.21315 2.45491 2.56506 -0.25
O 2.16007 2.65940 1.54874 -0.25
C 2.11459 1.41022 0.82002 -0.44
P 1.22635 1.58249 -0.88089 0.97
C -0.58513 1.98000 -0.37883 -0.41
C -1.69828 1.20502 -1.25494 -0.31
C -2.30076 0.03292 -0.33647 -0.20
C -3.49179 -0.80964 -1.00907 -0.16
C -4.88857 -0.49471 -0.23996 -0.22
O -4.81057 -1.05203 1.10584 -0.23
C -5.01319 -0.03092 2.10870 -0.17
C 1.34281 -0.02598 -1.87508 -0.36
C 1.40810 -1.36842 -1.00958 -0.20
C 0.23994 -2.40805 -1.19572 -0.05
C 0.28105 -3.74498 -0.37637 -0.06
C 1.42998 -4.11283 0.60372 -0.05
C 2.57260 -3.08858 0.79551 -0.21
C 3.81596 -3.30300 1.80835 -0.11
C 2.52843 -1.77726 -0.02761 -0.03
H 3.57533 3.94378 4.21986 0.07
H 3.02247 2.29584 4.79262 0.08
H 1.74115 3.43479 4.04071 0.08
H 4.19665 2.83233 2.12373 0.13
H 3.25227 1.31162 2.73774 0.11
H 3.20793 1.14138 0.54512 0.09
H 1.60587 0.54660 1.37014 0.10
H -0.71383 3.10480 -0.61441 0.03
H -0.75264 1.86058 0.74882 0.07
H -2.56945 1.94840 -1.43329 0.10
H -1.35502 0.87740 -2.28938 0.01
H -2.75378 0.54889 0.59400 0.10
H -1.42372 -0.58809 0.04739 0.10
H -3.57331 -0.63877 -2.13609 0.09
H -3.28420 -1.92681 -0.78763 0.12
H -5.69253 -1.10073 -0.78916 0.12
H -5.17148 0.61113 -0.26511 0.13
H -4.38189 0.91209 1.94810 0.01
H -4.68007 -0.47749 3.11286 0.10
H -6.10253 0.29801 2.23465 0.09
H 0.52826 -0.17059 -2.66506 0.00
H 2.34011 0.02770 -2.46169 0.09
H -0.63705 -2.20030 -1.89521 0.04
H -0.58145 -4.48415 -0.53634 0.08
H 1.47117 -5.09342 1.17959 0.09
H 3.58535 -2.61490 2.71032 0.09
H 4.75579 -2.87961 1.32555 0.04
H 3.92091 -4.38453 2.15740 0.07
H 3.39903 -1.04400 0.12478 0.09
Cl -1.31239 -0.96242 -4.08560 0.59
C -0.43180 -1.98360 -5.22967 -0.98
Cl 1.03008 -1.17817 -5.81003 0.52
H -0.15121 -2.91105 -4.73191 0.03
H -1.07752 -2.20094 -6.07910 0.03
Cl -2.55675 4.26707 2.21737 0.51
C -3.92218 4.12593 3.33143 -1.01
Cl -5.23584 3.18405 2.61570 0.55
H -3.58656 3.63004 4.24098 0.03
H -4.29004 5.12294 3.56888 0.03
Cl 6.76754 -4.66638 0.75506 0.52
C 5.74136 -5.25295 -0.55988 -1.01
Cl 4.72029 -6.59288 -0.02484 0.50
H 5.10453 -4.43777 -0.90231 0.02
H 6.37465 -5.59503 -1.37692 0.03
Cl -2.14076 5.83994 -4.18251 0.50
C -1.26384 5.09859 -2.83812 -1.00
Cl -0.82082 3.42805 -3.20585 0.58
H -0.35708 5.67121 -2.64872 0.03
H -1.89883 5.10937 -1.95288 0.03
```



Maximum force for the records above, in order: 1.3, 0.4, 4.4 eV Å⁻¹